1.
The following is a DFT calculation (ωB97M-V with the def2-TZVPD basis set) of a 2-piece molecular cluster, C3H10NO3 overall in a non-equilibrium geometry.

Last column: Mulliken charge in e.
Positions of all 17 atoms, in Å:
C  -0.565  -1.456  0.923  -0.6197
C  0.580  -0.919  1.741  -0.3316
O  1.488  -0.216  0.999  -0.7845
N  -1.458  -0.361  0.391  -0.4853
C  -1.068  0.175  -0.881  -0.4118
O  0.300  0.564  -1.015  -0.6885
H  -1.282  -2.126  1.380  0.3405
H  -0.144  -1.942  0.076  0.2771
H  0.253  -0.346  2.650  0.1898
H  1.040  -1.776  2.319  0.2768
H  0.804  0.306  -0.019  0.3714
H  -1.358  0.388  1.055  0.2684
H  -1.217  -0.541  -1.704  0.2855
H  -1.661  1.070  -1.098  0.2547
H  2.144  2.675  -2.173  0.2585
H  0.851  1.872  -2.081  0.4844
O  1.292  2.631  -2.564  -0.6856

Its HOMO energy is -4.0 eV. Its net charge is -1. For the energy above the lowest of the compared OMol25 structures with the same formula, charge and spin, the calculation gives 0.00 kcal/mol. The total energy comes out at -400.78746 Ha.

=====

2.
The following is a DFT calculation (ωB97M-V with the def2-TZVPD basis set) of a 2-piece molecular cluster, C3H10NO3 overall in a non-equilibrium geometry.

Last column: Mulliken charge in e.
Positions of all 17 atoms, in Å:
C  1.292  -1.668  0.673  -1.2595
C  0.709  -0.296  0.130  0.4293
C  -0.733  -0.279  0.518  0.3291
N  -1.082  1.499  -1.692  -0.6195
O  1.342  0.739  0.842  -0.6172
O  -1.114  0.579  1.414  -0.3813
O  -1.639  -1.185  0.141  -0.3681
H  1.059  -2.323  -0.182  0.3808
H  2.370  -1.420  0.766  0.3422
H  0.862  -2.006  1.573  0.3580
H  1.056  -0.213  -0.882  0.5539
H  -1.494  2.434  -1.626  0.2367
H  -0.101  1.418  -1.493  0.2062
H  -1.394  1.144  -2.615  0.2437
H  1.794  1.353  0.333  0.3399
H  -0.455  1.296  1.516  0.4231
H  -2.472  -1.073  0.582  0.4028

Its HOMO energy is -14.2 eV. Its net charge is +1. For the energy above the lowest of the compared OMol25 structures with the same formula, charge and spin, the calculation gives 54.56 kcal/mol. The total energy comes out at -400.49770 Ha.

=====

3.
The following is a DFT calculation (ωB97M-V with the def2-TZVPD basis set) of a 2-piece molecular cluster, C3H10NO3 overall in a non-equilibrium geometry.

Last column: Mulliken charge in e.
Positions of all 17 atoms, in Å:
C  -1.744  -0.444  0.318  -0.2946
C  -0.987  0.824  0.734  -0.7650
C  0.513  0.694  0.460  0.4882
O  0.613  0.445  -0.908  -0.5570
O  1.160  -0.190  1.418  -0.4298
N  -1.853  -0.363  -1.117  -0.3088
H  -1.221  -1.463  0.709  0.3290
H  -2.769  -0.609  0.790  0.3839
H  -1.259  1.125  1.805  0.3709
H  -1.258  1.660  0.077  0.3726
H  1.017  1.699  0.638  0.3020
H  2.107  -0.325  -1.088  0.4103
H  -0.990  0.156  -1.511  0.3224
H  -2.082  -1.235  -1.660  0.3131
H  2.041  -0.496  1.108  0.4016
H  3.783  -0.635  -1.068  0.3263
O  2.930  -0.844  -0.706  -0.6652

Its HOMO energy is -15.0 eV. Its net charge is +1. For the energy above the lowest of the compared OMol25 structures with the same formula, charge and spin, the calculation gives 176.92 kcal/mol. The total energy comes out at -400.30271 Ha.

=====

4.
The following is a DFT calculation (ωB97M-V with the def2-TZVPD basis set) of C3H10NO3 as an isolated structure in a non-equilibrium geometry.

Last column: Mulliken charge in e.
Positions of all 17 atoms, in Å:
C  -0.641  -1.962  -0.468  -0.7947
C  -0.167  0.129  0.813  -0.4374
C  0.746  1.748  0.164  0.0322
N  -0.408  -0.454  -0.494  -0.1656
O  -1.309  0.605  1.413  -0.5269
O  -0.019  2.240  -0.871  -0.4763
O  1.768  1.001  -0.304  -0.5062
H  -0.831  -2.285  -1.516  0.3233
H  0.334  -2.307  0.034  0.3399
H  -1.454  -2.217  0.240  0.3291
H  0.457  -0.488  1.398  0.5820
H  0.784  2.311  1.122  0.3921
H  0.498  -0.231  -1.072  0.4398
H  -1.302  0.013  -0.801  0.3725
H  -1.146  0.479  2.397  0.3826
H  -0.737  2.736  -0.376  0.3703
H  2.452  1.490  -0.842  0.3434

Its HOMO energy is -13.2 eV. Its net charge is +1. For the energy above the lowest of the compared OMol25 structures with the same formula, charge and spin, the calculation gives 79.28 kcal/mol. The total energy comes out at -400.45831 Ha.

=====

5.
The following is a DFT calculation (ωB97M-V with the def2-TZVPD basis set) of a 3-piece molecular cluster, C3H10NO4 overall in a non-equilibrium geometry.

Last column: Mulliken charge in e.
Positions of all 18 atoms, in Å:
C  -2.335  0.414  -0.373  -0.2877
N  -1.013  0.514  -0.122  -0.2902
C  -0.216  1.036  -1.180  -0.4940
C  0.862  -0.150  -1.456  -0.4971
O  1.296  -0.537  -0.186  -0.5436
O  -3.219  -0.310  0.208  -0.6868
H  -2.721  1.060  -1.211  0.2461
H  -0.654  0.358  1.890  0.4448
H  -0.732  1.075  -2.219  0.3096
H  0.386  1.965  -1.063  0.2885
H  0.225  -1.021  -1.805  0.2297
H  1.661  0.001  -2.205  0.3724
H  0.523  -0.663  0.423  0.3309
H  -1.822  -0.535  2.138  0.3429
O  -0.989  -0.067  2.658  -0.7484
H  3.588  -0.434  -0.325  0.3757
H  4.199  -1.252  0.821  0.3115
O  4.484  -0.579  0.128  -0.7042

Its HOMO energy is -4.3 eV. Its net charge is -1. For the energy above the lowest of the compared OMol25 structures with the same formula, charge and spin, the calculation gives 62.62 kcal/mol. The total energy comes out at -476.03592 Ha.

=====

6.
The following is a DFT calculation (ωB97M-V with the def2-TZVPD basis set) of C3H10NO4 as an isolated structure in a non-equilibrium geometry.

Last column: Mulliken charge in e.
Positions of all 18 atoms, in Å:
O  3.057  1.050  -0.128  -0.6462
C  2.190  0.179  -0.067  0.0473
C  1.051  0.063  -0.878  -0.3013
N  0.138  -0.973  -0.649  -0.2740
C  -1.382  -0.719  -0.928  -0.5013
O  -2.115  -0.535  0.142  -0.9063
H  2.413  -0.664  0.606  0.3808
H  0.956  0.729  0.082  0.1035
H  0.931  0.746  -1.716  0.3055
H  0.396  -1.841  -1.090  0.1690
H  -1.357  0.163  -1.596  0.2039
H  -1.656  -1.671  -1.396  0.3952
H  0.149  -0.814  1.265  0.3744
H  -1.054  -0.503  2.061  0.3470
O  -0.089  -0.504  2.159  -0.7229
H  -0.527  1.999  1.005  0.3246
H  -1.767  1.211  0.646  0.3733
O  -1.333  2.086  0.481  -0.6727

Its HOMO energy is -4.0 eV. Its net charge is -1. For the energy above the lowest of the compared OMol25 structures with the same formula, charge and spin, the calculation gives 97.76 kcal/mol. The total energy comes out at -475.97993 Ha.

=====

7.
The following is a DFT calculation (ωB97M-V with the def2-TZVPD basis set) of one molecule with the formula C3H10NOP in a non-equilibrium geometry.

Last column: Mulliken charge in e.
Positions of all 16 atoms, in Å:
C  -0.852  1.148  0.998  -1.3970
C  -1.571  -0.354  -0.878  -1.2746
C  -0.548  0.687  -0.377  0.2334
N  0.861  0.082  -0.374  -0.2631
O  2.727  -1.340  -0.170  -0.4806
P  1.299  -1.177  0.547  -0.1222
H  -0.635  0.269  1.558  0.4247
H  -0.276  1.920  1.387  0.3893
H  -1.923  1.419  1.027  0.3432
H  -1.051  -1.303  -1.229  0.3046
H  -2.278  -0.059  -1.708  0.2691
H  -2.047  -0.709  -0.019  0.4103
H  -0.447  1.542  -1.019  0.4445
H  1.772  0.528  -0.556  0.3660
H  3.054  -2.012  -0.830  0.3273
H  1.916  -0.643  1.641  0.0250

Its HOMO energy (spin up / spin down) is -4.0 / -9.9 eV. Its net charge is 0. For the energy above the lowest of the compared OMol25 structures with the same formula, charge and spin, the calculation gives 50.63 kcal/mol. Its spin multiplicity is 3. The expectation value of S² is 2.004. The total energy comes out at -591.45749 Ha.

=====

8.
The following is a DFT calculation (ωB97M-V with the def2-TZVPD basis set) of an isolated ion of composition C3H10NOP2 and charge +1 in a non-equilibrium geometry.

Last column: Mulliken charge in e.
Positions of all 17 atoms, in Å:
C  -0.289  -1.156  0.319  -0.6284
C  0.057  -0.595  -1.072  -0.5477
C  0.600  0.637  1.851  -0.3396
N  -0.573  -0.101  1.401  -0.1127
O  -0.921  0.329  -1.380  -0.3252
P  -1.041  0.588  -3.053  -0.0364
P  1.734  0.000  2.957  0.0202
H  -1.303  -1.721  0.180  0.3543
H  0.570  -1.781  0.681  0.3749
H  1.025  -0.093  -1.005  0.3893
H  0.132  -1.451  -1.710  0.4904
H  0.726  1.579  1.287  0.3498
H  -1.251  0.438  0.848  0.4010
H  -1.067  -0.532  2.184  0.3855
H  -1.387  1.912  -3.100  0.0748
H  0.261  0.997  -3.284  0.0623
H  2.726  0.950  2.896  0.0874

Its HOMO energy is -12.9 eV. Its net charge is +1. For the energy above the lowest of the compared OMol25 structures with the same formula, charge and spin, the calculation gives 38.93 kcal/mol. Its SMILES is [H]/P=C/[NH2+]CCOP. The total energy comes out at -932.66417 Ha.

=====

9.
The following is a DFT calculation (ωB97M-V with the def2-TZVPD basis set) of a 2-piece molecular cluster, C3H10NOS overall in a non-equilibrium geometry.

Last column: Mulliken charge in e.
Positions of all 16 atoms, in Å:
C  -0.176  -0.710  -2.996  -0.8275
N  0.462  -1.614  -2.027  -0.4963
C  -0.042  -1.353  -0.657  -0.5502
C  0.948  -0.641  0.297  -0.5975
S  0.574  1.166  0.465  -0.7068
H  -1.162  -1.098  -3.245  0.2564
H  0.418  -0.668  -3.909  0.3295
H  -0.269  0.288  -2.570  0.3331
H  1.441  -1.333  -1.944  0.2671
H  -0.942  -0.741  -0.721  0.2618
H  -0.324  -2.293  -0.158  0.3175
H  1.938  -0.624  -0.171  0.1940
H  0.966  -1.197  1.233  0.2480
H  -2.902  1.869  3.678  0.2980
H  -1.543  1.791  3.039  0.3408
O  -1.981  1.730  3.910  -0.6679

Its HOMO energy is -2.6 eV. Its net charge is -1. For the energy above the lowest of the compared OMol25 structures with the same formula, charge and spin, the calculation gives 24.68 kcal/mol. The total energy comes out at -648.49223 Ha.

=====

10.
The following is a DFT calculation (ωB97M-V with the def2-TZVPD basis set) of a 2-piece molecular cluster, C3H10NOS overall in a non-equilibrium geometry.

Last column: Mulliken charge in e.
Positions of all 16 atoms, in Å:
C  -2.511  -1.700  0.247  -1.3334
C  -1.154  -1.070  -0.113  0.1994
C  -0.830  0.113  0.790  -0.8551
S  0.706  0.997  0.338  -0.5947
N  -0.128  -2.140  0.031  -0.7446
H  -3.299  -0.946  0.361  0.3472
H  -2.447  -2.265  1.175  0.2939
H  -2.827  -2.351  -0.563  0.3364
H  -1.115  -0.769  -1.155  0.3373
H  -1.666  0.809  0.798  0.2691
H  -0.739  -0.218  1.831  0.2515
H  0.633  -1.874  -0.581  0.3081
H  0.256  -2.068  0.965  0.2863
H  2.463  1.949  -0.997  0.2577
H  2.712  3.419  -1.226  0.3008
O  3.037  2.550  -1.506  -0.6598

Its HOMO energy is -2.8 eV. Its net charge is -1. For the energy above the lowest of the compared OMol25 structures with the same formula, charge and spin, the calculation gives 4.07 kcal/mol. The total energy comes out at -648.52508 Ha.

=====

11.
The following is a DFT calculation (ωB97M-V with the def2-TZVPD basis set) of a 2-piece molecular cluster, C3H10NOS overall in a non-equilibrium geometry.

Last column: Mulliken charge in e.
Positions of all 16 atoms, in Å:
C  -3.149  -1.005  1.023  -0.8511
S  -1.724  -0.024  1.711  -0.1188
C  -1.207  0.724  0.159  -0.6607
H  -3.415  -1.053  -0.030  0.3297
H  -3.968  -0.697  1.652  0.2616
H  -2.716  -2.068  1.192  0.2345
H  -0.406  1.475  0.374  0.2319
H  -0.883  -0.078  -0.474  0.2702
H  -2.140  1.188  -0.366  0.2774
N  3.674  0.511  -0.418  -0.7757
C  2.500  -0.028  -1.123  -0.6089
O  1.291  -0.116  -0.428  -0.7583
H  3.442  1.513  -0.153  0.2489
H  3.426  0.012  0.413  0.3122
H  2.308  0.545  -2.057  0.2872
H  2.966  -0.899  -1.477  0.3198

Its HOMO energy is -2.6 eV. Its net charge is -1. For the energy above the lowest of the compared OMol25 structures with the same formula, charge and spin, the calculation gives 69.07 kcal/mol. The total energy comes out at -648.42149 Ha.

=====

12.
The following is a DFT calculation (ωB97M-V with the def2-TZVPD basis set) of a 2-piece molecular cluster, C3H10NOS overall in a non-equilibrium geometry.

Last column: Mulliken charge in e.
Positions of all 16 atoms, in Å:
C  -0.016  -0.243  0.504  -0.3241
C  0.393  -1.182  -0.632  -0.9043
S  0.170  -0.466  -2.282  -0.6395
C  -1.507  -0.085  0.682  -0.4923
N  -1.896  0.816  1.759  -0.6348
H  0.418  0.748  0.285  0.1459
H  0.495  -0.486  1.453  0.2901
H  -0.242  -2.080  -0.529  0.2799
H  1.401  -1.556  -0.439  0.3018
H  -1.953  -1.053  0.923  0.2956
H  -1.956  0.290  -0.234  0.3350
H  -1.459  0.534  2.624  0.2131
H  -1.720  1.776  1.511  0.2358
H  2.033  0.704  -2.306  0.2451
H  2.927  1.133  -1.179  0.2878
O  2.913  1.148  -2.141  -0.6352

Its HOMO energy is -2.8 eV. Its net charge is -1. For the energy above the lowest of the compared OMol25 structures with the same formula, charge and spin, the calculation gives 5.80 kcal/mol. The total energy comes out at -648.52232 Ha.

=====

13.
The following is a DFT calculation (ωB97M-V with the def2-TZVPD basis set) of a 2-piece molecular cluster, C3H10NOS overall in a non-equilibrium geometry.

Last column: Mulliken charge in e.
Positions of all 16 atoms, in Å:
C  1.056  -1.055  -1.477  -0.4335
S  2.328  -1.033  -0.142  -0.1883
C  2.026  0.583  0.605  -0.7552
H  0.574  -0.095  -1.222  -0.0763
H  1.580  -0.838  -2.411  0.3019
H  0.352  -1.870  -1.548  0.2483
H  2.990  1.095  0.724  0.3198
H  1.672  0.451  1.631  0.2221
H  1.333  1.189  0.024  0.2763
N  -2.857  -0.035  0.859  -0.7513
C  -1.371  0.247  0.576  -0.2165
O  -1.099  0.704  -0.641  -0.8353
H  -3.237  -0.505  0.038  0.2905
H  -3.257  0.898  0.782  0.2630
H  -0.896  -0.733  0.820  0.1760
H  -1.194  0.999  1.382  0.1585

Its HOMO energy is -2.9 eV. Its net charge is -1. For the energy above the lowest of the compared OMol25 structures with the same formula, charge and spin, the calculation gives 45.67 kcal/mol. The total energy comes out at -648.45878 Ha.

=====

14.
The following is a DFT calculation (ωB97M-V with the def2-TZVPD basis set) of a 2-piece molecular cluster, C3H10NOS overall in a non-equilibrium geometry.

Last column: Mulliken charge in e.
Positions of all 16 atoms, in Å:
C  0.755  -0.391  1.815  -1.3406
C  0.699  0.976  1.120  0.1733
C  0.665  0.771  -0.396  -0.7305
S  -0.974  0.272  -1.038  -0.6857
N  -0.400  1.796  1.662  -0.7570
H  1.563  -1.018  1.429  0.3550
H  -0.152  -0.899  1.460  0.2805
H  0.839  -0.357  2.896  0.3583
H  1.589  1.530  1.459  0.2683
H  0.947  1.720  -0.873  0.2891
H  1.337  -0.008  -0.735  0.2710
H  -0.432  2.578  1.016  0.2622
H  -1.258  1.299  1.480  0.3087
H  0.467  -2.425  -2.488  0.3070
H  -0.502  -2.542  -1.466  0.3065
O  0.083  -3.128  -1.978  -0.6661

Its HOMO energy is -2.9 eV. Its net charge is -1. For the energy above the lowest of the compared OMol25 structures with the same formula, charge and spin, the calculation gives 4.45 kcal/mol. The total energy comes out at -648.52447 Ha.

=====

15.
The following is a DFT calculation (ωB97M-V with the def2-TZVPD basis set) of a 2-piece molecular cluster, C3H10NOS overall.

Last column: Mulliken charge in e.
Positions of all 16 atoms, in Å:
C  0.137  -0.467  -1.272  -1.3201
C  -0.937  -0.281  -0.208  0.3946
C  -0.402  0.289  1.123  -1.0681
S  0.550  1.825  0.976  -0.5893
N  -2.041  0.585  -0.655  -0.6933
H  0.926  -1.106  -0.884  0.2887
H  0.550  0.501  -1.566  0.2742
H  -0.285  -1.016  -2.115  0.4338
H  -1.381  -1.247  0.030  0.2202
H  -1.294  0.410  1.735  0.3117
H  0.181  -0.514  1.577  0.3167
H  -1.725  1.549  -0.549  0.2941
H  -2.155  0.474  -1.659  0.2252
H  2.435  -1.091  1.210  0.2758
H  2.414  0.423  1.037  0.2708
O  3.027  -0.335  1.219  -0.6350

Its HOMO energy is -2.9 eV. Its net charge is -1. For the energy above the lowest of the compared OMol25 structures with the same formula, charge and spin, the calculation gives 0.00 kcal/mol. The total energy comes out at -648.53156 Ha.